Entry from OMol25: a cluster of 2 separate species, C3H13N3O in total (ωB97M-V with the def2-TZVPD basis set).

Last column: Löwdin charge in e.
Positions of all 20 atoms, in Å:
1 C -0.80812 -0.51162 0.41936  -0.2624
2 N 0.38587 0.29770 0.24482  -0.0821
3 C 1.25105 0.23542 1.43884  -0.3106
4 N 2.67091 0.08058 1.19898  0.0176
5 C -1.81476 -0.25872 -0.68962  -0.2807
6 N -2.38461 1.07085 -0.56925  -0.0011
7 H -1.28939 -0.37157 1.40413  0.1147
8 H -0.54085 -1.56962 0.42082  0.1180
9 H 0.12225 1.25142 0.03966  0.1045
10 H 0.92382 -0.62364 2.02981  0.1042
11 H 1.03030 1.08742 2.08228  0.1162
12 H 2.81474 -0.41346 0.32620  0.0526
13 H 3.10451 0.97514 1.02831  0.0612
14 H -1.24921 -0.30343 -1.61668  0.0946
15 H -2.56389 -1.05387 -0.75730  0.1065
16 H -2.77639 1.42286 -1.42252  0.0632
17 H -2.92069 1.21984 0.26591  0.0662
18 H 0.79453 -0.84301 -2.51658  0.0092
19 H 1.59965 -0.68306 -1.20530  -0.0152
20 O 1.65025 -1.00923 -2.12185  -0.0767

Atoms 1-2, force components in eV/Å:
C -0.6 -0.3 0.1
N 0.5 -0.4 0.4

gap between HOMO and LUMO = 10.125 eV
multiplicity = 1
F_max = 0.98 eV Å⁻¹
molecular weight = 107.2 u
structure (SMILES) = NCCNCN.O
HOMO level = -9.185 eV

---

Entry from OMol25: a cluster of 4 separate species, C3H13N3O5 in total at a distorted geometry (ωB97M-V with the def2-TZVPD basis set).

Last column: Löwdin charge in e.
Positions of all 24 atoms, in Å:
1 O 0.45657 0.06172 0.00141  0.0280
2 C -0.19557 -0.70257 0.69606  -0.5281
3 N -0.28277 -0.49036 2.03209  0.1808
4 C -0.80556 -1.97343 0.13291  -0.0898
5 N -2.23902 -1.70721 -0.07626  0.0694
6 C -2.78573 -0.91643 -1.05606  -0.6260
7 N -1.95443 -0.28650 -1.92964  0.1840
8 O -3.99869 -0.75836 -1.09772  0.0275
9 H -0.03151 0.42427 2.37937  0.1109
10 H -0.88228 -1.02426 2.62718  0.1017
11 H -0.66893 -2.83890 0.76869  0.1255
12 H -0.33515 -2.16007 -0.81972  0.1142
13 H -2.90776 -2.30472 0.37761  0.1374
14 H -0.96175 -0.43646 -1.89072  0.0715
15 H -2.30153 0.53761 -2.37545  0.1095
16 H 2.98364 -0.48748 1.46993  0.0154
17 H 3.72842 0.36765 0.49897  0.0304
18 O 3.87022 -0.14453 1.30524  -0.0607
19 H 0.76315 3.70259 0.68388  0.0294
20 H 1.23354 3.50835 2.26516  0.0310
21 O 0.59267 3.38992 1.56823  -0.0539
22 H 2.64570 0.74988 -2.75076  0.0296
23 H 1.61652 1.80857 -2.18708  0.0177
24 O 2.46025 1.68070 -2.62330  -0.0556

Atoms 1-2, force components in eV/Å:
O -0.3 -0.1 -0.4
C 1.4 0.1 0.5

gap between HOMO and LUMO = 10.137 eV
multiplicity = 1
F_max = 1.93 eV Å⁻¹
molecular weight = 171.2 u
structure (SMILES) = NC(=O)CNC(N)=O.O.O.O
HOMO level = -9.857 eV

---

Entry from OMol25: a structure of composition C3H13N4P at a distorted geometry (ωB97M-V with the def2-TZVPD basis set).

Last column: Löwdin charge in e.
Positions of all 21 atoms, in Å:
1 C -1.91963 0.58780 2.19212  -0.2077
2 C 0.98462 1.98791 -0.21309  -0.2305
3 C 1.70848 -1.70022 -0.96338  -0.1710
4 N -0.66063 -0.02689 1.68799  -0.2645
5 N -1.71018 -1.02311 -1.53689  -0.0868
6 N 0.14120 1.08686 -0.85053  -0.2280
7 N 1.19431 -1.00345 0.19102  -0.2546
8 P -0.33230 -0.25807 0.16725  0.7979
9 H -2.27126 -0.16151 2.87906  0.0495
10 H -2.54346 1.20876 1.57254  0.0590
11 H -1.54257 1.27450 2.98667  0.0655
12 H 0.71265 2.83924 0.42096  0.0693
13 H 1.63838 1.36029 0.37296  0.0504
14 H 1.59871 2.45212 -1.10344  0.1146
15 H 1.79543 -2.82020 -0.94346  0.0888
16 H 1.06837 -1.30452 -1.74418  0.0361
17 H 2.74581 -1.30444 -1.14177  0.0849
18 H -1.09092 -1.27729 -2.22897  -0.1098
19 H -2.26474 -1.86944 -1.30527  -0.0218
20 H -0.41393 1.30587 -1.63159  0.0548
21 H 1.16165 -1.35421 1.19197  0.1038

Atoms 1-2, force components in eV/Å:
C 3.1 0.3 2.3
C 3.4 2.1 -1.9

gap between HOMO and LUMO (alpha / beta) = 8.898 / 8.899 eV
multiplicity = 1
F_max = 4.61 eV Å⁻¹
molecular weight = 136.1 u
HOMO level (alpha / beta) = -8.476 / -8.476 eV

---

Entry from OMol25: a cluster of 4 separate species, C3H13NO2S in total at a distorted geometry (ωB97M-V with the def2-TZVPD basis set).

Last column: Löwdin charge in e.
Positions of all 20 atoms, in Å:
1 C 2.04494 -1.66676 0.14860  -0.0612
2 C 1.17344 -0.39005 0.25279  -0.5473
3 C 0.82940 0.22610 -1.09995  -0.5365
4 S -0.41925 1.55688 -0.81920  0.6408
5 N 1.99795 0.71359 0.85376  -0.0196
6 H 1.40776 -2.47693 -0.26956  0.0805
7 H 2.19613 -1.83849 1.23681  0.0852
8 H 2.89561 -1.46257 -0.49131  0.0740
9 H 0.26265 -0.57930 0.84547  0.1027
10 H 1.66888 0.68682 -1.68813  0.0822
11 H 0.36755 -0.61096 -1.78916  0.1196
12 H -0.20533 2.43955 1.26349  0.1988
13 H 2.15632 0.67018 1.85245  0.0655
14 H 1.43985 1.55586 0.62318  -0.0538
15 H -2.72861 -1.76841 0.15679  -0.0206
16 H -2.42548 -2.96027 -0.91693  0.1246
17 O -2.29901 -1.92112 -0.66612  -0.1206
18 H -1.35391 0.82384 1.22969  -0.0780
19 H -2.72682 0.58931 1.28421  -0.0275
20 O -2.01586 0.17242 1.66429  -0.1087

Atoms 1-2, force components in eV/Å:
C -2.2 0.6 0.7
C 1.7 0.9 0.0

gap between HOMO and LUMO = 6.918 eV
multiplicity = 1
F_max = 4.68 eV Å⁻¹
molecular weight = 127.2 u
HOMO level = -9.184 eV

---

Entry from OMol25: a cluster of 4 separate species, C3H13NO3 in total at a distorted geometry (ωB97M-V with the def2-TZVPD basis set).

Last column: Löwdin charge in e.
Positions of all 20 atoms, in Å:
1 C 1.82075 1.36176 1.59467  -0.1383
2 C 0.71507 0.32547 1.39553  -0.3652
3 C 0.95228 -2.00203 1.00858  -0.2446
4 N 1.20000 -0.75651 0.53251  -0.2329
5 H 1.46618 2.30702 2.03560  0.0518
6 H 2.72880 0.99859 2.07040  0.0548
7 H 2.13226 1.63438 0.58595  0.0410
8 H -0.04753 0.84454 0.79428  0.0806
9 H 0.36908 -0.13661 2.32617  0.0742
10 H 0.32099 -2.16425 1.88149  -0.0384
11 H 1.21717 -2.92499 0.51086  -0.0422
12 H -3.64092 -0.83133 -1.25496  0.0077
13 H -4.27914 0.51992 -1.25832  0.0229
14 O -4.51493 -0.41888 -1.20279  -0.0909
15 H 1.01610 0.03114 -2.28436  -0.0076
16 H 1.63164 0.00770 -0.93795  -0.0147
17 O 1.53549 0.62758 -1.73303  -0.1551
18 H -0.83138 0.08417 -1.63678  0.0188
19 H -2.02915 0.56121 -2.55923  0.0503
20 O -1.76277 -0.06890 -1.86860  -0.0721

Atoms 1-2, force components in eV/Å:
C -0.1 0.5 -0.6
C 0.9 -0.8 -1.1

gap between HOMO and LUMO (alpha / beta) = 3.314 / 7.524 eV
net charge = -1
multiplicity = 2
F_max = 1.68 eV Å⁻¹
molecular weight = 111.1 u
HOMO level (alpha / beta) = 0.043 / -4.180 eV

---

Entry from OMol25: a cluster of 3 separate species, C3H13NO3 in total at a distorted geometry (ωB97M-V with the def2-TZVPD basis set).

Last column: Löwdin charge in e.
Positions of all 20 atoms, in Å:
1 C -1.84398 -1.24742 -2.36151  -0.1508
2 N -0.48716 -0.98078 -1.95062  -0.1348
3 C -0.24450 -1.52969 -0.61176  -0.1972
4 C 0.84841 -0.70887 0.24807  -0.1946
5 O 1.35169 0.31646 -0.64581  -0.1171
6 H -2.60212 -0.68200 -1.74921  0.0940
7 H -2.11160 -2.30965 -2.27784  0.0740
8 H -2.07731 -0.87803 -3.37361  0.0781
9 H 0.22709 -1.42553 -2.51242  0.1150
10 H -1.08311 -1.37820 0.03655  0.0831
11 H 0.13390 -2.56965 -0.59432  0.1156
12 H 0.48416 -0.13364 1.10758  0.0776
13 H 1.61347 -1.39346 0.63331  0.1071
14 H 0.67419 0.68845 -1.22251  0.0660
15 H 2.33122 3.21313 3.12226  0.0313
16 H 1.75928 2.16719 2.15960  0.0224
17 O 2.34475 2.27455 2.91409  -0.0603
18 H -2.24248 1.49689 2.36306  0.0403
19 H -1.52225 0.27115 1.62386  0.0015
20 O -1.78765 1.18506 1.57600  -0.0511

Atoms 1-2, force components in eV/Å:
C -1.5 0.3 -0.2
N 0.4 -0.2 1.4

gap between HOMO and LUMO = 10.060 eV
multiplicity = 1
F_max = 2.77 eV Å⁻¹
molecular weight = 111.1 u
structure (SMILES) = CNCCO.O.O
HOMO level = -9.377 eV

---

Entry from OMol25: a cluster of 3 separate species, C3H13NO3 in total at a distorted geometry (ωB97M-V with the def2-TZVPD basis set).

Last column: Löwdin charge in e.
Positions of all 20 atoms, in Å:
1 C 1.52094 0.31589 0.23659  -0.2880
2 C 0.64802 -0.98509 0.24446  -0.1693
3 C -0.48921 -0.87026 -0.76652  -0.2512
4 O -1.65448 -1.56969 -0.27266  -0.0853
5 N 2.20644 0.60284 1.50092  -0.0146
6 H 0.82675 1.15029 0.09841  0.0941
7 H 2.25263 0.34650 -0.56583  0.1085
8 H 0.29144 -0.98050 1.26751  0.0880
9 H 1.36092 -1.77427 0.03639  0.1077
10 H -0.23792 -1.28380 -1.73980  0.1187
11 H -0.84487 0.14723 -0.77921  0.0887
12 H -1.62379 -2.50097 -0.50525  0.0780
13 H 2.76285 -0.19212 1.78752  0.0629
14 H 1.54167 0.79513 2.23622  0.0537
15 H -1.45913 1.45872 2.05387  0.0375
16 H -1.10803 0.05095 1.72546  -0.0118
17 O -1.85731 0.57834 2.03773  -0.0462
18 H -0.37787 1.64567 -3.69532  0.0361
19 H 0.16198 2.22260 -2.28152  0.0408
20 O -0.12182 1.45948 -2.79452  -0.0481

Atoms 1-2, force components in eV/Å:
C -0.6 0.2 0.6
C 1.3 1.9 -0.8

gap between HOMO and LUMO = 9.888 eV
multiplicity = 1
F_max = 2.41 eV Å⁻¹
molecular weight = 111.1 u
structure (SMILES) = NCCCO.O.O
HOMO level = -9.277 eV

---

Entry from OMol25: a cluster of 3 separate species, C3H13NO3 in total at a distorted geometry (ωB97M-V with the def2-TZVPD basis set).

Last column: Löwdin charge in e.
Positions of all 20 atoms, in Å:
1 C 0.33244 0.92988 -2.48883  -0.2672
2 N -1.07061 0.53419 -2.09696  -0.0779
3 C -1.24029 -0.79585 -1.53175  -0.2261
4 O -2.64711 -1.05692 -1.02080  -0.0730
5 C 0.39274 2.31679 -3.18118  -0.1121
6 H 0.74774 0.16609 -3.23146  0.1237
7 H 0.89865 0.85243 -1.54031  0.0998
8 H -1.45576 1.33804 -1.76943  0.0582
9 H -0.50089 -0.85148 -0.75849  0.1010
10 H -1.21680 -1.61539 -2.23076  0.1118
11 H -2.43901 -0.84632 -0.11303  0.0488
12 H 1.28241 2.37168 -3.84644  0.0692
13 H 0.43228 3.27944 -2.55852  0.0871
14 H -0.52486 2.37849 -3.75193  0.0565
15 H 0.92828 -1.66950 3.42453  0.0451
16 H -0.16598 -0.66120 3.52340  -0.0077
17 O 0.35264 -1.08918 2.88745  -0.0460
18 H 1.19192 -1.97381 6.93310  0.0672
19 H 2.66308 -1.53907 6.96552  0.0594
20 O 2.03913 -2.06830 6.38591  -0.1180

Atoms 1-2, force components in eV/Å:
C -0.3 -1.3 0.3
N 2.2 -1.9 -3.5

gap between HOMO and LUMO = 8.858 eV
multiplicity = 1
F_max = 4.55 eV Å⁻¹
molecular weight = 111.1 u
structure (SMILES) = CCNCO.O.O
HOMO level = -8.396 eV

---

Entry from OMol25: a cluster of 3 separate species, C3H13NO3 in total at a distorted geometry (ωB97M-V with the def2-TZVPD basis set).

Last column: Löwdin charge in e.
Positions of all 20 atoms, in Å:
1 C -0.73053 -0.36089 -0.16561  -0.1712
2 O -0.78979 0.31492 1.17383  -0.1061
3 C -1.99475 0.11315 -0.83112  -0.4508
4 C -3.26729 -0.03598 -0.00846  -0.0658
5 N -1.85543 1.44982 -1.39520  0.0211
6 H 0.23049 -0.13701 -0.65460  0.0950
7 H -0.62398 -1.38299 0.18193  0.1136
8 H 0.13045 0.61045 1.26845  0.0506
9 H -2.19411 -0.41630 -1.79011  0.1410
10 H -3.48286 -1.07314 0.23428  0.0758
11 H -4.15607 0.30773 -0.53276  0.0728
12 H -3.16319 0.57646 0.90387  0.0805
13 H -1.54733 2.27632 -0.90625  0.0692
14 H -1.41355 1.50785 -2.29853  0.0598
15 H 5.27255 -1.49240 0.54279  0.0185
16 H 4.16601 -2.17660 -0.12398  0.0286
17 O 4.74149 -2.27678 0.63935  -0.0497
18 H 1.90806 0.99049 -0.29117  0.0233
19 H 3.25722 1.19790 0.20858  0.0520
20 O 2.40090 0.86307 0.53226  -0.0584

Atoms 1-2, force components in eV/Å:
C 0.0 0.3 2.9
O 1.5 0.2 -1.4

gap between HOMO and LUMO = 9.183 eV
multiplicity = 1
F_max = 2.94 eV Å⁻¹
molecular weight = 111.1 u
structure (SMILES) = C[C@@H](N)CO.O.O
HOMO level = -9.056 eV

---

Entry from OMol25: a cluster of 4 separate species, C3H13NO3 in total at a distorted geometry (ωB97M-V with the def2-TZVPD basis set).

Last column: Löwdin charge in e.
Positions of all 20 atoms, in Å:
1 C 2.72537 -0.13012 -1.01361  0.0174
2 C 2.17294 -0.55887 0.14164  -0.2472
3 N 0.85973 -0.28606 0.47105  -0.1449
4 C 0.85189 0.50594 1.72738  -0.0947
5 H 2.23209 0.29669 -1.77471  0.0047
6 H 3.69992 0.28485 -1.08489  0.0455
7 H 2.82614 -1.09154 0.83010  0.1127
8 H 0.58047 0.25519 -0.39431  0.1365
9 H 0.66682 1.58506 1.51646  0.0804
10 H 1.83534 0.57522 2.31004  0.0971
11 H -0.03431 0.16612 2.42898  0.1095
12 H -0.47085 -3.00954 0.58410  0.0456
13 H -0.23265 -1.59571 0.23256  -0.0295
14 O -0.98492 -2.22366 0.31388  -0.1058
15 H -1.42673 2.23255 -2.10914  0.0405
16 H -1.97723 1.81065 -0.79597  0.0011
17 O -1.23165 2.33526 -1.16203  -0.0913
18 H -2.31841 -0.42135 -0.00513  0.0545
19 H -3.80720 0.02160 0.16672  0.0635
20 O -3.04502 0.13726 -0.44367  -0.0957

Atoms 1-2, force components in eV/Å:
C 1.1 -0.7 3.0
C 2.5 0.3 -1.7

gap between HOMO and LUMO = 9.439 eV
multiplicity = 1
F_max = 3.96 eV Å⁻¹
molecular weight = 111.1 u
structure (SMILES) = C=CNC.O.O.O
HOMO level = -8.660 eV